1.
{"formula": "C5H19NO5", "method": "the ωB97M-V functional and the def2-TZVPD basis", "smiles": "NCCCCC=O.O.O.O.O", "total_energy_ha": -632.7846, "largest_force_ev_per_a": 6.2, "symbols": ["N", "C", "C", "C", "C", "C", "O", "H", "H", "H", "H", "H", "H", "H", "H", "H", "H", "H", "O", "H", "H", "O", "H", "H", "O", "H", "H", "O", "H", "H"], "coordinates": [[0.72162, -1.19057, 1.66017], [0.04865, 0.06203, 1.64676], [-1.47015, -0.08395, 1.06599], [-1.56216, -0.82929, -0.24589], [-1.04103, -0.11464, -1.58862], [-0.14018, 1.03652, -1.15985], [1.04397, 0.92804, -1.48576], [0.36158, -1.92417, 2.18734], [0.70606, -1.56566, 0.70421], [0.72875, 0.79465, 1.26081], [-0.07366, 0.46789, 2.70132], [-1.93948, 0.89703, 1.17039], [-2.05533, -0.68901, 1.72410], [-2.55727, -1.24495, -0.49802], [-1.00650, -1.80987, -0.17260], [-0.62597, -0.84299, -2.19521], [-2.00787, 0.38944, -1.94396], [-0.45389, 1.93337, -0.65016], [1.69047, 3.66094, 0.17569], [2.08936, 3.64830, -0.68169], [1.55261, 2.69003, 0.51935], [1.77917, -1.88454, -2.45918], [2.54091, -1.65502, -1.80160], [1.22399, -0.94106, -2.50940], [-0.60704, 2.93134, 2.11877], [-1.45015, 3.38472, 2.03301], [0.04474, 3.56522, 2.11361], [0.61130, -3.76690, -0.88641], [0.92037, -4.62149, -1.14218], [0.92712, -3.22538, -1.66099]], "forces_ev_per_angstrom": [[1.8, 0.3, -2.2], [-2.6, -0.4, 2.3], [1.6, 0.9, 0.2], [0.5, -1.4, -1.7], [-3.6, 3.2, 3.9], [2.2, -2.4, -2.5], [-0.7, 0.7, 0.6], [-1.1, -1.0, 1.5], [0.5, 0.1, 0.5], [-0.2, 0.4, -1.0], [0.0, -0.7, -1.1], [-0.1, 0.1, -0.7], [0.0, -0.5, 1.0], [0.1, 0.7, 0.5], [-0.2, 1.1, 0.2], [0.8, -0.8, -1.5], [1.4, -0.9, -0.3], [-0.7, 0.3, 0.4], [-1.1, -2.2, 2.3], [0.4, -0.6, -0.7], [0.7, 2.8, -1.6], [-0.1, 4.1, 1.2], [-2.1, -0.5, -1.7], [2.5, -3.3, 0.4], [-2.4, -2.4, 0.0], [0.1, 0.1, 0.0], [2.3, 2.5, -0.1], [0.0, 1.1, -0.8], [0.2, -1.1, 0.1], [-0.3, 0.0, 1.0]]}

---

2.
{"formula": "C5H19NO6", "method": "the ωB97M-V functional and the def2-TZVPD basis", "smiles": "CCCNCC(=O)O.O.O.O.O", "total_energy_ha": -708.1294, "largest_force_ev_per_a": 2.3, "symbols": ["C", "C", "C", "N", "C", "C", "O", "O", "H", "H", "H", "H", "H", "H", "H", "H", "H", "H", "H", "O", "H", "H", "O", "H", "H", "O", "H", "H", "O", "H", "H"], "coordinates": [[-0.74718, 0.97079, 3.07528], [-1.97453, 0.31932, 2.40598], [-2.18463, 0.85716, 0.96411], [-1.13290, 0.27553, 0.10171], [-1.36110, 0.52636, -1.34576], [-0.36689, -0.39629, -2.01824], [-0.62600, -1.43153, -2.56370], [0.87206, 0.04745, -1.88229], [-0.69489, 0.65625, 4.13814], [-0.78049, 2.04391, 2.97158], [0.14245, 0.65390, 2.57247], [-2.89074, 0.54126, 2.96848], [-1.81698, -0.78349, 2.37905], [-3.17045, 0.48963, 0.59262], [-2.20735, 1.97783, 0.95479], [-0.18355, 0.59666, 0.39554], [-2.39459, 0.24588, -1.60359], [-1.21405, 1.62438, -1.70919], [1.58825, -0.68196, -1.46754], [2.19073, -1.52508, -0.45214], [2.35501, -0.91784, 0.28303], [1.39758, -2.04186, -0.16423], [-0.18476, -2.52937, 0.26135], [-0.54920, -2.96728, -0.46761], [-0.68710, -1.71826, 0.36539], [2.23670, 0.47760, 1.30352], [2.25367, 1.20286, 0.69579], [2.93809, 0.62624, 1.88845], [1.86559, 2.25131, -0.66980], [1.31111, 3.06758, -0.77930], [1.50493, 1.46858, -1.18944]], "forces_ev_per_angstrom": [[-0.9, -0.8, 0.4], [0.1, 0.4, -0.4], [0.0, -0.7, 0.4], [0.0, 0.9, -0.2], [0.0, 1.1, 0.0], [0.0, 0.2, -0.4], [-0.5, -0.5, 0.0], [1.6, -0.1, 0.7], [0.1, 0.4, -0.6], [-0.2, 0.5, 0.3], [0.7, -0.3, -0.1], [0.2, -0.2, 0.0], [-0.3, 0.7, -0.1], [0.7, 0.3, 0.1], [0.1, -0.7, 0.0], [-1.1, -0.1, -0.4], [0.5, 0.0, 0.2], [-0.1, -1.6, 0.8], [-1.0, 0.3, -0.3], [-0.1, -0.5, -0.8], [0.1, 0.3, 0.4], [0.1, 0.0, -0.1], [1.2, 0.2, 1.9], [-0.9, -1.0, -1.8], [-0.4, 0.8, 0.0], [-1.3, -1.4, -0.1], [-0.1, 1.4, -1.0], [1.6, 0.2, 1.5], [-0.6, 0.4, -0.3], [0.7, -1.6, -0.1], [-0.2, 1.3, 0.2]]}

---

3.
{"formula": "C5H19NO7", "method": "the ωB97M-V functional and the def2-TZVPD basis", "smiles": "N/C=C/CCC(=O)O.O.O.O.O.O", "total_energy_ha": -783.3433, "largest_force_ev_per_a": 1.7, "symbols": ["N", "C", "C", "C", "C", "C", "O", "O", "H", "H", "H", "H", "H", "H", "H", "H", "H", "O", "H", "H", "O", "H", "H", "O", "H", "H", "O", "H", "H", "O", "H", "H"], "coordinates": [[0.33929, -0.70830, -2.76542], [-0.26250, 0.43744, -2.14889], [-0.02875, 0.75720, -0.88539], [-0.59641, 1.94609, -0.19067], [-0.49748, 1.74388, 1.29925], [-0.90357, 0.36161, 1.78897], [-0.25690, -0.65987, 1.70810], [-2.16312, 0.38433, 2.26372], [0.80880, -1.19847, -2.00300], [1.13576, -0.43176, -3.33622], [-0.91356, 0.96048, -2.84260], [0.74924, 0.17802, -0.39442], [-0.02274, 2.84056, -0.46109], [-1.60501, 2.15931, -0.55949], [-1.10208, 2.41239, 1.91991], [0.53189, 1.96023, 1.59956], [-2.25601, -0.38230, 2.84859], [-3.17331, -0.21773, -1.02156], [-3.17646, -0.08022, -0.07063], [-2.70029, -1.06204, -1.16396], [2.34263, 2.13744, 0.20123], [2.34557, 1.48269, -0.50478], [3.21049, 2.53366, 0.08373], [3.00427, -1.87075, -0.66949], [2.83466, -1.47067, 0.21215], [2.61844, -2.74690, -0.69410], [2.40277, -0.75277, 1.72562], [2.42105, -1.50886, 2.31935], [1.48391, -0.41665, 1.72644], [-1.37674, -2.28981, -1.12479], [-0.78671, -2.35597, -0.36853], [-0.88564, -2.47540, -1.93224]], "forces_ev_per_angstrom": [[0.6, -0.2, 0.7], [0.3, -0.3, -0.6], [0.3, 0.3, -1.1], [-0.3, 0.3, -0.7], [-0.1, 0.2, 1.7], [-0.1, 0.7, -1.1], [-0.3, 0.1, 0.6], [0.3, -0.2, 0.6], [0.1, -0.1, -0.1], [-0.3, 0.1, -0.4], [-0.2, 0.2, 0.4], [-0.2, -0.1, 0.2], [0.1, -0.2, 0.3], [-0.1, -0.3, 0.3], [-0.1, 0.2, -0.5], [0.0, -0.5, -0.1], [-0.3, -0.3, -0.3], [-0.2, -0.1, -0.1], [0.0, -0.1, 0.0], [0.0, 0.5, 0.2], [0.5, 0.1, -0.3], [-0.3, -0.2, 0.0], [0.1, 0.2, 0.3], [0.1, 0.4, -0.3], [-0.1, -0.3, -0.2], [0.0, -0.1, 0.2], [0.3, 0.2, 0.0], [-0.2, 0.1, 0.1], [0.2, -0.5, 0.0], [-0.4, -0.6, 0.2], [0.1, 0.0, -0.1], [0.1, 0.2, 0.1]]}

---

4.
{"formula": "C5H20AlN10O5", "method": "the ωB97M-V functional and the def2-TZVPD basis", "total_charge": 3, "total_energy_ha": -1367.5843, "largest_force_ev_per_a": 9.1, "symbols": ["Al", "C", "O", "N", "N", "H", "H", "H", "H", "C", "O", "N", "N", "H", "H", "H", "H", "C", "O", "N", "N", "H", "H", "H", "H", "C", "O", "N", "N", "H", "H", "H", "H", "C", "O", "N", "N", "H", "H", "H", "H"], "coordinates": [[-0.45670, 0.65785, 1.51222], [2.34767, -0.89657, 4.16509], [1.36743, -0.63057, 3.46788], [2.30556, -1.19244, 5.43648], [3.56209, -1.15753, 3.64513], [1.42884, -1.20466, 5.93781], [3.07125, -1.35573, 6.07456], [4.31510, -1.36707, 4.28478], [3.96262, -1.00822, 2.73004], [-1.73588, 2.87541, -1.70502], [-1.40351, 1.95742, -1.01839], [-2.82132, 3.51958, -1.62824], [-1.12432, 3.42993, -2.67444], [-3.20066, 3.50269, -0.69235], [-3.17366, 4.09691, -2.37834], [-1.16804, 4.31342, -3.16193], [-0.27363, 2.88554, -2.66640], [1.31413, -2.66217, 0.68995], [0.28437, -2.04359, 0.52692], [2.50591, -2.11219, 0.51257], [1.40805, -3.77311, 1.33501], [2.72291, -1.13584, 0.37205], [3.32038, -2.70333, 0.59798], [2.35456, -4.12373, 1.37054], [0.61785, -4.35161, 1.58205], [1.27941, 0.63045, -2.06023], [0.89435, 0.10494, -1.06406], [1.50000, 0.01105, -3.24841], [1.42896, 1.90314, -2.12218], [1.09908, -0.89775, -3.43125], [1.34546, 0.64531, -4.01908], [1.22973, 2.44090, -1.29078], [1.99951, 2.27208, -2.86948], [-3.60304, -0.45223, -0.71312], [-2.65538, -0.58263, -0.02424], [-4.26575, -1.29294, -1.33164], [-4.00352, 0.71492, -1.03126], [-4.17483, -2.28665, -1.17561], [-5.11510, -1.07398, -1.83240], [-4.94700, 0.78580, -1.38470], [-3.54285, 1.55720, -0.71749]], "forces_ev_per_angstrom": [[0.4, -1.5, -1.6], [1.6, -1.1, -0.9], [-1.9, 0.8, -1.3], [-1.5, 0.0, 3.0], [2.2, -0.1, -0.6], [-0.2, 0.2, -0.4], [0.3, 0.0, -0.6], [-0.1, -0.1, 0.2], [-1.0, 0.5, 0.0], [-1.5, 3.0, -1.6], [1.9, -3.6, 3.2], [-6.8, 1.5, 3.5], [6.8, -1.6, -3.5], [-1.0, 0.7, -0.4], [-0.1, 0.1, 0.6], [-0.4, -0.1, 0.5], [0.9, 0.7, -1.8], [1.4, 1.6, 1.3], [-3.5, 1.9, -0.4], [2.8, 1.1, -1.3], [0.0, -3.3, 0.7], [-0.7, -0.2, -0.4], [0.0, 0.2, 0.1], [-0.5, -0.8, 0.5], [0.1, 0.0, -0.2], [0.1, -1.2, -3.6], [-1.4, -2.7, 4.7], [-0.2, -0.4, -0.5], [0.9, 4.2, 0.0], [0.2, -0.1, 0.4], [0.2, -0.3, -0.3], [0.5, 0.1, -0.2], [0.0, 0.4, 0.3], [0.1, 2.7, -0.8], [5.8, -1.8, 4.8], [-3.8, -7.8, -2.9], [-2.0, 6.3, -0.8], [0.3, 0.0, 0.1], [0.2, 0.1, 0.1], [0.1, 0.6, 0.1], [-0.1, -0.4, 0.0]]}

---

5.
{"formula": "C5H20ClCrN10O5", "method": "the ωB97M-V functional and the def2-TZVPD basis", "spin_multiplicity": 5, "s_squared": 6.007, "total_charge": 1, "total_energy_ha": -2631.0573, "largest_force_ev_per_a": 2.7, "symbols": ["Cr", "Cl", "C", "O", "N", "N", "H", "H", "H", "H", "C", "O", "N", "N", "H", "H", "H", "H", "C", "O", "N", "N", "H", "H", "H", "H", "C", "O", "N", "N", "H", "H", "H", "H", "C", "O", "N", "N", "H", "H", "H", "H"], "coordinates": [[-32.12994, -31.50743, 33.62521], [-30.37741, -30.52409, 35.01731], [-31.52412, -30.24213, 30.61937], [-31.50473, -30.94782, 31.64899], [-31.67359, -30.77902, 29.40450], [-31.37068, -28.91792, 30.73354], [-31.59409, -30.20252, 28.58531], [-31.78668, -31.76136, 29.24610], [-31.40589, -28.38362, 29.88231], [-30.96673, -28.54449, 31.57465], [-30.82882, -34.50522, 33.72331], [-31.38823, -33.43960, 33.45313], [-30.53588, -35.42736, 32.78930], [-30.59892, -34.86731, 35.02147], [-30.71930, -35.19299, 31.83113], [-29.96146, -36.20901, 33.04579], [-29.90235, -35.57023, 35.20386], [-30.65535, -34.12327, 35.70005], [-33.94765, -32.68957, 36.09761], [-33.12643, -32.19519, 35.33988], [-34.36757, -32.03436, 37.23333], [-34.42793, -33.96357, 36.04174], [-34.59247, -32.52966, 38.07848], [-33.73399, -31.26426, 37.42571], [-35.08576, -34.27207, 36.72808], [-34.26142, -34.46177, 35.18557], [-34.72623, -32.92627, 31.85682], [-33.87903, -32.20496, 32.37862], [-35.02479, -34.21152, 32.14482], [-35.60071, -32.36465, 30.95160], [-35.71566, -34.63870, 31.56239], [-34.51208, -34.71835, 32.84084], [-36.36253, -32.86783, 30.54264], [-35.56848, -31.36154, 30.90408], [-34.31431, -29.24633, 34.75482], [-33.44915, -29.65926, 33.97099], [-34.00609, -28.53278, 35.85315], [-35.63134, -29.48912, 34.57259], [-33.10090, -28.09392, 35.89177], [-34.73200, -28.23059, 36.47422], [-35.88503, -29.93607, 33.71055], [-36.30763, -29.26823, 35.27667]], "forces_ev_per_angstrom": [[0.1, 1.3, -0.1], [-0.4, -0.3, -0.4], [0.3, -1.0, 2.5], [0.0, -0.2, -0.5], [-0.2, 0.3, -1.2], [-0.2, 0.4, -1.1], [0.0, -0.1, 0.0], [0.0, -0.1, 0.4], [0.2, 0.4, 0.3], [-0.1, 0.0, 0.1], [-0.6, 0.6, 0.8], [0.4, -1.4, -0.5], [0.1, -0.1, 0.0], [0.2, 0.0, -0.1], [0.2, -0.1, 0.0], [0.0, -0.1, -0.4], [0.0, 0.0, 0.1], [0.1, 0.1, -0.1], [0.2, -0.8, 1.7], [-0.7, -0.2, -0.2], [0.8, 1.3, -0.2], [0.5, 0.6, -1.0], [-0.2, -0.4, -0.1], [-0.3, 0.1, 0.0], [-0.2, -0.2, -0.2], [-0.1, -0.3, 0.3], [-1.0, 1.4, 0.0], [-0.1, -0.8, 0.1], [0.5, 0.1, 0.0], [0.7, 0.0, 0.2], [0.0, -0.6, 0.2], [0.1, -0.1, -0.3], [-0.2, 0.1, 0.0], [0.0, -0.1, -0.3], [0.9, -0.4, -0.6], [-0.8, 0.6, 0.0], [0.2, 0.2, 0.5], [-0.1, -0.3, -0.3], [0.1, -0.3, 0.1], [0.1, 0.3, 0.0], [-0.2, -0.1, 0.2], [-0.2, 0.0, -0.2]]}

---

6.
{"formula": "C5H20FO5", "method": "the ωB97M-V functional and the def2-TZVPD basis", "spin_multiplicity": 2, "s_squared": 0.754, "total_energy_ha": -678.3376, "largest_force_ev_per_a": 4.3, "symbols": ["F", "C", "O", "H", "H", "H", "H", "C", "O", "H", "H", "H", "H", "C", "O", "H", "H", "H", "H", "C", "O", "H", "H", "H", "H", "C", "O", "H", "H", "H", "H"], "coordinates": [[-21.75760, -5.36253, -18.14893], [-21.27576, -9.13944, -19.89732], [-21.98232, -8.44127, -18.79502], [-21.54717, -10.19114, -19.98870], [-21.49900, -8.67294, -20.85682], [-20.20981, -8.96002, -19.75709], [-21.74421, -7.51134, -18.78341], [-23.25604, -2.63372, -19.99985], [-23.90102, -3.59741, -19.08609], [-22.19905, -2.49967, -19.76986], [-23.19858, -2.97546, -21.03330], [-23.82766, -1.74839, -19.72139], [-23.27734, -4.32722, -19.08702], [-22.65492, -5.69927, -21.57974], [-21.48691, -5.20334, -21.01094], [-22.77436, -6.78243, -21.55531], [-23.49983, -5.14697, -21.16841], [-22.61315, -5.39322, -22.62506], [-21.63460, -5.37067, -20.07725], [-22.07639, -1.60014, -16.92106], [-21.49687, -2.85355, -16.94918], [-21.32645, -0.84310, -16.69172], [-22.49268, -1.39244, -17.90679], [-22.85394, -1.66594, -16.16002], [-22.15336, -3.52162, -17.15964], [-24.51045, -6.74151, -17.34307], [-23.40379, -6.70439, -16.57733], [-24.25278, -7.26886, -18.26155], [-25.38998, -7.18952, -16.88067], [-24.68940, -5.71618, -17.66676], [-22.72770, -6.29899, -17.12518]], "forces_ev_per_angstrom": [[-1.5, -1.3, 0.4], [-0.1, 1.7, 0.5], [-0.2, -1.5, -0.9], [0.0, 0.2, 0.7], [-0.3, 0.1, 0.0], [0.1, -0.6, 0.1], [0.6, 0.5, -0.3], [-0.3, -0.5, 1.4], [0.8, 0.3, -1.1], [0.0, 0.0, 0.6], [-0.9, 0.2, -0.1], [0.3, 0.3, -1.1], [0.4, -0.5, 0.5], [-0.4, 0.9, -1.4], [0.4, -0.4, 0.4], [-0.1, -0.1, 0.3], [-0.5, -0.5, 0.1], [-0.2, -0.3, -0.2], [0.8, 0.3, 1.0], [-0.7, -0.1, -0.1], [1.4, -0.9, 0.1], [0.0, -0.1, 0.2], [-0.3, 0.5, 0.1], [-0.3, 0.9, 0.0], [0.1, -0.2, -0.3], [-1.1, -0.5, 0.3], [-1.5, -1.3, 1.9], [0.3, -0.2, -0.8], [0.4, 0.1, 0.3], [-0.1, 0.7, -0.6], [3.2, 2.0, -2.0]]}